Density functional theory data (ωB97M-V with the def2-TZVPD basis set) for a molecular structure, C37H37BrN3O2PPdSe2.

```
84
C37H37BrN3O2PPdSe2 (ωB97M-V with the def2-TZVPD basis set)
Pd -0.74145 -0.21499 0.34325
O 4.63837 1.37203 0.21936
C 4.72451 0.83175 -1.04229
C 5.80669 1.05439 -1.87718
C 5.81393 0.49340 -3.14437
C 4.74594 -0.27957 -3.57742
C 3.66931 -0.50025 -2.73357
C 3.65218 0.04725 -1.45763
C 2.52044 -0.17746 -0.49209
O 1.67772 -1.22194 -0.99968
N 1.74900 1.05899 -0.34045
N 0.95053 0.98384 0.81792
C 1.14465 1.84861 1.73643
C 0.41500 1.93801 2.98637
Br -0.76385 0.52103 3.44268
C 0.57114 2.94518 3.85589
C 1.54561 4.04396 3.75705
C 1.10924 5.35327 3.96165
C 2.00531 6.40583 3.88459
C 3.34905 6.15943 3.63602
C 3.79675 4.85719 3.46798
C 2.90011 3.80130 3.52473
H 5.46009 1.82765 0.43482
H 6.63675 1.66347 -1.53859
H 6.65928 0.66638 -3.79631
H 4.75364 -0.70908 -4.56937
H 2.83553 -1.10768 -3.05907
H 2.92848 -0.47963 0.48352
H 2.42166 1.81837 -0.23735
H 1.91382 2.60766 1.60083
H -0.08022 2.96166 4.72394
H 0.06469 5.54568 4.17375
H 1.65831 7.41933 4.03278
H 4.05003 6.98203 3.59361
H 4.84924 4.66171 3.31172
H 3.25894 2.78233 3.43681
Se -2.34718 -1.55867 -0.90804
P -0.77172 -3.05205 -0.95995
Se 0.90718 -2.17438 0.32376
C -0.05825 -3.32387 -2.57044
C 1.22899 -3.85200 -2.68824
C 1.74208 -4.11056 -3.94685
C 0.97801 -3.84353 -5.07723
C -0.29804 -3.31170 -4.95713
C -0.82119 -3.04333 -3.70224
C -1.17608 -4.58356 -0.13550
C -1.92892 -4.54450 1.03962
C -2.18843 -5.71972 1.72253
C -1.70768 -6.92735 1.23136
C -0.96538 -6.96626 0.05855
C -0.69001 -5.79610 -0.62878
H 1.83094 -4.05258 -1.80979
H 2.73926 -4.51733 -4.04641
H 1.38384 -4.04769 -6.05904
H -0.88522 -3.09991 -5.83991
H -1.80864 -2.61027 -3.60649
H -2.31421 -3.60030 1.40477
H -2.77053 -5.69876 2.63362
H -1.91862 -7.84530 1.76328
H -0.60341 -7.91022 -0.32490
H -0.11998 -5.83124 -1.54737
C -5.90588 1.04050 0.02914
N -4.86001 0.18417 0.65637
C -5.46853 -0.81712 1.57503
C -3.77316 0.96985 1.37562
C -2.97963 1.85068 0.45890
C -3.47454 3.13030 0.18060
C -2.84251 3.96320 -0.72259
C -1.69415 3.51756 -1.36219
C -1.16667 2.26959 -1.06325
C -1.78055 1.43474 -0.13299
H -6.63987 0.39641 -0.44836
H -5.44146 1.69256 -0.70334
H -6.38140 1.62925 0.81061
H -4.39466 -0.33389 -0.09288
H -5.97608 -0.28487 2.37621
H -4.68013 -1.44445 1.98244
H -6.18203 -1.42246 1.02213
H -3.14463 0.21809 1.84253
H -4.29199 1.53723 2.14938
H -4.36894 3.47581 0.68846
H -3.24011 4.94779 -0.92675
H -1.19390 4.14987 -2.08433
H -0.24644 1.95521 -1.54034
```

For the molar mass, the calculation gives 930.94 g mol⁻¹. The energy above the lowest of the compared OMol25 structures with the same formula, charge and spin is 0.000 eV. For the LUMO energy, the calculation gives -5.5 eV. For the HOMO-LUMO gap, the calculation gives 7.47 eV. The calculation puts the HOMO energy at -13.01 eV. The net charge is +2. As for the total energy: -261024.515 eV.